An isolated ion of composition C14H20N and charge +1, computed with ωB97M-V/def2-TZVPD.

HOMO level ... -12.56 eV
Charge ... +1
Gap between HOMO and LUMO ... 8.1 eV
Lowest unoccupied orbital energy ... -4.4 eV

Each line ends with the natural charge from an NBO analysis.
Positions of all 35 atoms, in Å:
C1 -3.59857 -0.76204 -0.05162  -0.17
C2 -2.61481 -1.75848 -0.26446  -0.18
C3 -3.37040 0.62280 0.09172  -0.18
C4 -1.27601 -1.32897 -0.14596  -0.17
C5 -2.03635 0.97762 0.23085  -0.15
C6 -1.13150 0.02218 0.05865  0.39
C7 -0.13060 -2.34214 -0.11380  -0.18
C8 1.13318 -1.95248 0.24665  -0.15
C9 1.58295 -0.52163 0.42689  0.05
C10 -1.74977 2.44889 0.41486  -0.61
C11 3.12952 -0.48076 0.13764  -0.63
C12 1.24443 -0.16436 1.87129  -0.63
C13 0.89849 -0.06139 -1.96275  -0.43
C14 1.35984 1.66506 -0.39505  -0.42
N1 0.91281 0.29861 -0.58065  -0.25
H1 -4.61852 -1.17446 0.09055  0.24
H2 -2.92725 -2.81317 -0.53647  0.26
H3 -4.19026 1.34107 0.34254  0.25
H4 -0.35907 -3.38466 -0.34352  0.25
H5 1.89353 -2.69623 0.22264  0.23
H6 -2.76042 2.81559 0.59969  0.24
H7 -1.16097 2.57586 1.33696  0.23
H8 -1.31868 2.79304 -0.57135  0.23
H9 3.37946 -1.43124 -0.30131  0.23
H10 3.77837 -0.46900 0.98628  0.25
H11 3.46081 0.33185 -0.47012  0.22
H12 0.05539 -0.27110 1.87464  0.23
H13 1.62528 0.84905 2.36574  0.24
H14 1.64689 -0.88748 2.62564  0.26
H15 0.94255 -1.10472 -2.08369  0.24
H16 0.05374 0.40895 -2.27672  0.22
H17 1.65651 0.40320 -2.63372  0.23
H18 0.93026 2.31039 -1.13304  0.22
H19 1.18364 2.14216 0.54657  0.24
H20 2.37558 1.59799 -0.60556  0.21

C14H20N2O3 in the gas phase, computed with ωB97M-V/def2-TZVPD.

HOMO level ... -9.25 eV
SMILES ... CC(C)[C@H](N)C(=O)N[C@@H](Cc1ccccc1)C(=O)O
Gap between HOMO and LUMO ... 9.8 eV
Lowest unoccupied orbital energy ... 0.5 eV

Each line ends with the natural charge from an NBO analysis.
Positions of all 39 atoms, in Å:
C1 -0.13749 3.23055 0.94770  -0.14
C2 0.02677 1.72680 1.02123  0.71
C3 1.03753 3.81305 0.11573  -0.21
C4 2.40311 3.46312 0.68821  -0.62
C5 0.87224 5.32602 -0.05434  -0.61
C6 -0.18787 -0.44431 -0.14148  -0.16
C7 1.28208 -0.77710 -0.44173  0.78
C8 -1.12388 -1.02470 -1.21553  -0.42
C9 -1.35123 -2.50857 -1.04071  -0.05
C10 -2.35951 -2.97518 -0.20608  -0.17
C11 -0.53032 -3.44404 -1.68729  -0.20
C12 -2.56190 -4.33577 -0.01418  -0.22
C13 -0.73994 -4.80300 -1.50567  -0.21
C14 -1.75445 -5.26316 -0.66482  -0.22
H1 0.38480 3.21743 2.87028  0.38
H2 -0.10397 4.73650 2.34009  0.36
H3 -1.05788 3.44545 0.42904  0.19
H4 0.93866 3.39373 -0.89267  0.20
H5 2.47130 3.81640 1.71832  0.21
H6 3.17297 3.94656 0.11185  0.22
H7 2.57567 2.38149 0.68455  0.22
H8 -0.09266 5.57511 -0.45841  0.21
H9 1.61623 5.72816 -0.72811  0.22
H10 1.01719 5.84151 0.90005  0.20
H11 -0.72609 1.48582 -0.87062  0.41
H12 -0.44597 -0.81367 0.85480  0.24
H13 -0.69514 -0.81841 -2.17628  0.24
H14 -2.10122 -0.51922 -1.11195  0.22
H15 -3.00989 -2.27172 0.28105  0.20
H16 0.29322 -3.08082 -2.33523  0.24
H17 -3.39722 -4.70166 0.64562  0.21
H18 -0.09782 -5.51682 -2.01389  0.22
H19 -1.94029 -6.30833 -0.52215  0.21
H20 1.62173 -0.06946 1.28302  0.51
N1 -0.29075 3.71101 2.29486  -0.82
N2 -0.34058 1.01369 -0.07097  -0.60
O1 0.53910 1.17403 1.99427  -0.67
O2 1.67356 -1.23581 -1.48153  -0.58
O3 2.13043 -0.49363 0.56442  -0.68

C14H20N2O3PtS as an isolated structure, computed with ωB97M-V/def2-TZVPD.

HOMO level (spin up / spin down) ... -6.44 / -8.47 eV
2S+1 ... 3
Gap between HOMO and LUMO (spin up / spin down) ... 5.5 / 7.5 eV
Lowest unoccupied orbital energy (spin up / spin down) ... -1.0 / -1.0 eV
⟨S²⟩ ... 2.006

Each line ends with the natural charge from an NBO analysis.
Positions of all 41 atoms, in Å:
C1 4.99411 2.53007 -0.01623  -0.61
C2 5.56341 1.24404 0.59057  -0.60
H1 5.13701 2.55315 -1.10206  0.20
H2 5.48319 3.41637 0.40244  0.20
H3 3.92005 2.61932 0.17983  0.22
H4 4.96670 0.37160 0.30255  0.20
H5 6.59156 1.06871 0.25561  0.20
H6 5.57420 1.29282 1.68487  0.20
C3 -1.86255 1.45610 -2.50962  0.08
C4 -2.83888 1.42903 -3.49884  -0.24
C5 -3.53221 0.24139 -3.72699  -0.15
C6 -3.22404 -0.87481 -2.95815  -0.21
H7 -1.28409 2.34766 -2.27901  0.23
H8 -3.04590 2.32487 -4.07464  0.24
H9 -4.30129 0.18330 -4.49106  0.23
H10 -3.75194 -1.80760 -3.12024  0.22
N1 -1.56181 0.37990 -1.76479  -0.47
C7 -2.23054 -0.78288 -1.97769  0.17
C8 -1.83502 -1.90783 -1.11591  0.16
N2 -0.84606 -1.65065 -0.20926  -0.45
C9 -0.44268 -2.64344 0.60670  0.07
C10 -1.99727 -4.19318 -0.35287  -0.15
C11 -0.98710 -3.91896 0.56848  -0.24
H11 0.34403 -2.38279 1.30528  0.23
H12 -0.62062 -4.67745 1.25182  0.23
C12 -2.41920 -3.17512 -1.19824  -0.21
H13 -3.20287 -3.36225 -1.92309  0.22
H14 -2.44738 -5.17901 -0.41203  0.23
Pt1 -0.08966 0.27326 -0.21479  0.96
C13 1.24005 -0.08506 1.28987  -1.00
H15 1.88886 -0.89816 0.93860  0.19
H16 0.64516 -0.40416 2.15572  0.16
H17 1.85069 0.77470 1.56463  0.23
C14 -0.45785 1.26345 3.88746  -0.84
S1 -0.87880 1.93941 2.25360  2.11
O1 -1.92116 3.05158 2.44923  -0.93
O2 0.25127 2.78220 1.64524  -0.93
O3 -1.54484 1.02541 0.94602  -0.93
H18 -0.88014 1.91486 4.67985  0.28
H19 0.64476 1.21121 3.99960  0.26
H20 -0.89114 0.24893 3.98754  0.24

C14H20N2O5 in the gas phase, computed with ωB97M-V/def2-TZVPD.

HOMO level ... -8.13 eV
SMILES ... CCOC(=O)[C@@H]([C@H](c1ccc(OC)cc1)N(C)C)[N+](=O)[O-]
Gap between HOMO and LUMO ... 8.0 eV
Lowest unoccupied orbital energy ... -0.1 eV

Each line ends with the natural charge from an NBO analysis.
Positions of all 41 atoms, in Å:
C1 -3.57991 -0.67728 3.21662  -0.63
C2 -2.43224 0.28765 2.98624  -0.07
O1 -1.22653 -0.46644 2.60493  -0.52
C3 -0.26018 0.36728 2.13583  0.79
C4 0.92490 -0.38666 1.47651  -0.29
N1 1.97890 -0.19147 2.46913  0.47
O2 3.05476 -0.92089 2.47717  -0.44
O3 1.81296 0.56385 3.45574  -0.35
O4 -0.29653 1.58208 2.23412  -0.57
H1 -4.48496 -0.07720 3.40014  0.22
H2 -3.74159 -1.29732 2.31366  0.21
H3 -3.40530 -1.31887 4.10266  0.22
H4 -2.65728 0.95878 2.15286  0.19
H5 -2.23282 0.89412 3.87898  0.20
H6 0.73880 -1.49961 1.40685  0.25
C5 2.12386 5.03450 -3.45789  -0.25
O5 2.78750 4.52111 -2.28424  -0.49
C6 2.47853 3.31129 -1.78744  0.33
C7 3.25753 2.79257 -0.71742  -0.27
C8 3.01063 1.57371 -0.18498  -0.12
C9 1.96652 0.77722 -0.67238  -0.14
C10 1.86129 -0.60033 -0.12431  0.10
N2 1.61205 -1.60170 -1.02318  -0.46
C11 1.69744 -2.98278 -0.50838  -0.41
C12 1.78662 -1.51589 -2.46433  -0.39
C13 1.18135 1.25789 -1.73963  -0.17
C14 1.48550 2.47233 -2.34509  -0.31
H7 2.59009 6.00706 -3.64712  0.21
H8 2.28042 4.36672 -4.31614  0.18
H9 1.04845 5.16287 -3.27400  0.18
H10 4.03011 3.46263 -0.29961  0.23
H11 3.70761 1.15640 0.57276  0.22
H12 2.68678 -0.95523 0.58264  0.24
H13 1.66908 -3.68205 -1.35491  0.21
H14 2.63271 -3.16553 0.07440  0.20
H15 0.83882 -3.15417 0.17962  0.20
H16 1.92868 -2.52855 -2.83676  0.20
H17 0.87423 -1.11174 -2.91623  0.19
H18 2.65682 -0.91510 -2.77771  0.21
H19 0.39605 0.63008 -2.18820  0.21
H20 0.89071 2.80590 -3.19166  0.22

C14H20N2Ti as an isolated structure, computed with ωB97M-V/def2-TZVPD.

HOMO level (spin up / spin down) ... -6.25 / -7.35 eV
2S+1 ... 3
Gap between HOMO and LUMO (spin up / spin down) ... 5.8 / 5.9 eV
Lowest unoccupied orbital energy (spin up / spin down) ... -0.5 / -1.4 eV
⟨S²⟩ ... 2.012

Each line ends with the natural charge from an NBO analysis.
Positions of all 37 atoms, in Å:
C1 1.64879 -1.35219 -2.11583  -1.15
C2 1.62812 -2.79468 0.96125  -0.80
H1 0.51270 -1.47619 -2.12569  0.23
H2 2.16773 -2.30095 -2.13367  0.24
H3 2.18802 -0.49115 -1.68382  0.25
H4 0.95917 -3.65479 0.55646  0.21
H5 2.63683 -2.82685 0.36323  0.24
H6 1.71316 -2.70888 2.11283  0.24
C3 0.37515 0.71031 -2.70239  0.05
C4 -0.22958 1.69408 -3.50199  -0.24
C5 -1.25719 2.42926 -2.95637  -0.19
C6 -1.61751 2.21990 -1.64490  -0.17
H7 1.12074 0.04429 -3.16569  0.27
H8 0.16837 1.75888 -4.50183  0.23
H9 -1.75931 3.17714 -3.59448  0.22
H10 -2.41780 2.79902 -1.18266  0.21
N1 0.03394 0.46515 -1.41861  -0.47
C7 -0.92922 1.24163 -0.83810  0.17
C8 -1.15970 1.10012 0.60450  0.17
N2 -0.33952 0.29377 1.30110  -0.40
C9 -0.38494 0.34333 2.65357  0.07
C10 -2.27609 1.84803 2.63505  -0.17
C11 -1.35289 1.09679 3.34573  -0.24
H11 0.35870 -0.21178 3.20778  0.22
H12 -1.36140 1.07081 4.45322  0.23
C12 -2.18747 1.85772 1.24621  -0.21
H13 -2.88298 2.42311 0.63930  0.22
H14 -3.06917 2.41969 3.13703  0.23
Ti1 0.99141 -1.19658 -0.18655  1.22
C13 -0.84510 -2.34325 0.49272  -0.93
H15 -1.75331 -1.73931 0.59771  0.20
H16 -0.67000 -2.86075 1.46181  0.21
H17 -1.03835 -3.14081 -0.24895  0.20
C14 2.54654 -0.13370 0.91897  -1.11
H18 3.36175 -0.80445 1.25631  0.19
H19 2.15038 0.40133 1.80702  0.19
H20 2.97004 0.64197 0.24975  0.20

C14H20O8RbS2 as an isolated structure, computed with ωB97M-V/def2-TZVPD.

HOMO level ... -1.62 eV
Charge ... -1
Gap between HOMO and LUMO ... 1.7 eV
Lowest unoccupied orbital energy ... 0.1 eV

Each line ends with the natural charge from an NBO analysis.
Positions of all 45 atoms, in Å:
Rb1 0.61533 -2.27946 -1.48153  0.78
C1 -1.01568 -7.38185 4.42408  -0.48
C2 -0.54656 -6.94966 3.24459  0.35
C3 0.67296 -7.55842 2.56639  0.36
O1 1.18566 -7.05819 1.50765  -0.75
C4 1.26585 -8.68269 3.04163  -0.49
C5 0.82682 -9.32834 4.29032  0.45
C6 -0.39620 -8.53100 5.11707  0.45
O2 -0.85351 -8.95890 6.14718  -0.65
O3 1.41941 -10.30650 4.69948  -0.66
O4 -1.20315 -5.91820 2.82504  -0.76
H1 -1.81594 -6.82098 4.88385  0.19
H2 2.11662 -9.20728 2.63251  0.19
C7 6.09367 3.47049 0.69170  -0.81
S1 4.54405 3.42984 -0.28222  1.17
O5 3.62137 2.33221 0.23819  -0.97
C8 3.76440 5.07909 0.02207  -0.80
H3 6.68465 4.27293 0.25019  0.23
H4 6.59351 2.50369 0.75156  0.26
H5 5.83734 3.76417 1.70961  0.22
H6 2.72791 4.98409 -0.30162  0.25
H7 4.23160 5.85488 -0.58455  0.23
H8 3.91240 5.32608 1.07334  0.23
C9 0.22591 1.99659 -7.49697  -0.81
S2 0.44078 3.00860 -5.95725  1.22
O6 -0.39725 2.30456 -4.90535  -0.98
C10 -0.57020 4.41597 -6.56122  -0.83
H9 0.90924 1.14791 -7.52655  0.23
H10 0.52128 2.70065 -8.27489  0.22
H11 -0.74264 1.52972 -7.67594  0.24
H12 -1.56891 4.07551 -6.83466  0.24
H13 -0.07092 4.92988 -7.38262  0.22
H14 -0.75970 5.15391 -5.78171  0.24
O7 -3.78608 4.87853 2.13370  -0.57
C11 -3.93216 3.68442 1.90462  0.79
O8 -5.03682 3.26137 1.24219  -0.48
C12 -5.03711 1.86974 1.08914  -0.07
C13 -3.92688 1.29864 1.95649  -0.43
C14 -3.02210 2.44077 2.26020  -0.52
H15 -4.81751 1.59193 0.05826  0.17
H16 -6.02942 1.47404 1.30556  0.19
H17 -3.29790 0.56957 1.44565  0.22
H18 -4.47554 0.88088 2.80061  0.22
H19 -2.28539 2.36070 1.46087  0.23
H20 -2.62321 2.39010 3.27332  0.25

Number 1: total energy -16321.8041 eV. Number 2: total energy -23966.7007 eV. Number 3: total energy -38042.3424 eV. Number 4: total energy -28053.8778 eV. Number 5: total energy -40930.3961 eV. Number 6: total energy -53542.1140 eV.